1.
Computed, not measured: a molecular structure, C26H27FN7O5PtS, with ωB97M-V/def2-TZVPD.

Output
gap between HOMO and LUMO (alpha / beta) = 6.366 / 6.502 eV
HOMO energy (alpha / beta) = -0.3549 / -0.3601 Eh
multiplicity = 3
total charge = +1
energy above the lowest of the compared OMol25 structures with the same formula, charge and spin = 81.5 kJ/mol
⟨S²⟩ = 2.007

```
68
Properties=species:S:1:pos:R:3:forces:R:3
Pt -3.841327 1.309745 0.221049 -0.83 0.86 0.29
C 0.880093 -3.882360 -1.609612 -0.09 -1.79 -0.39
C 0.332024 -3.043553 -2.738960 -0.70 -0.11 0.65
N -0.268763 -1.824923 -2.178766 -0.97 0.68 -0.12
C -1.627553 -1.775311 -1.998063 0.83 1.07 -0.41
C -2.348051 -0.634809 -1.687445 0.90 -0.79 0.34
C -3.880212 -0.869763 -1.491998 0.64 1.81 -0.69
O -4.292856 -1.936838 -1.821478 -0.56 -1.13 0.04
O -4.637076 0.168099 -1.146748 0.69 -1.15 -0.22
C -1.563607 0.551635 -1.435089 -1.23 1.86 0.94
O -2.062207 1.638936 -0.966301 1.11 -1.78 -1.56
C -0.100250 0.503931 -1.547965 1.01 -1.71 -0.18
C 0.739808 1.544717 -1.150819 -1.23 2.11 0.34
C 2.089188 1.384896 -1.082251 -0.03 -0.33 -0.10
F 2.931220 2.391571 -0.744345 -0.53 -0.06 0.03
C 2.672282 0.153777 -1.369689 0.88 -0.76 -0.02
C 1.927690 -0.961709 -1.724111 -0.37 1.58 -0.22
C 0.530271 -0.734108 -1.850639 -0.34 -0.95 0.05
N 4.108432 0.038646 -1.402355 1.26 0.42 0.40
C 4.885432 0.274685 -0.154555 -1.74 -2.14 1.08
C 6.281425 -0.408633 -0.326678 -0.69 0.45 -0.36
N 6.451593 -0.641211 -1.809326 0.69 -0.84 0.40
C 6.180274 0.608977 -2.601154 0.48 -0.42 0.15
C 4.688824 0.886881 -2.448487 -1.93 1.43 -0.98
H 1.320510 -4.801040 -2.046603 0.34 0.59 0.25
H 0.121958 -4.324388 -0.931909 0.06 0.79 -0.36
H 1.582688 -3.301347 -1.043751 0.35 -0.31 0.50
H -0.461085 -3.600912 -3.232910 0.01 0.16 -0.21
H 1.077675 -2.772012 -3.495444 -0.12 -0.04 0.26
H -2.084868 -2.732976 -2.131967 -0.64 -0.18 -0.14
H 0.263396 2.524811 -0.897434 0.52 -0.99 -0.11
H 2.427358 -1.918047 -1.924685 -0.33 0.81 0.02
H 4.299251 -0.246296 0.681607 1.02 0.62 -1.06
H 4.898901 1.304428 0.133816 0.44 0.81 -0.05
H 6.329748 -1.355869 0.229579 0.15 0.29 -0.45
H 7.117613 0.236212 -0.096592 0.05 0.14 0.58
H 5.669887 -1.243246 -2.090639 0.17 -0.36 0.10
H 7.375621 -1.112100 -1.993808 -1.19 0.75 0.00
H 6.523256 0.347404 -3.596007 -0.13 0.51 -0.29
H 6.739489 1.457869 -2.179749 0.15 -0.61 -0.22
H 3.988287 0.734689 -3.327188 1.48 0.00 0.44
H 4.617001 1.997312 -2.236507 -0.15 -1.13 0.02
N -2.115430 -4.117976 2.332925 -0.99 0.37 0.83
C -2.171457 -2.727851 2.307098 0.79 -0.20 -0.44
C -1.414398 -1.985779 1.388081 -0.48 -0.82 -1.04
C -1.358981 -0.619164 1.382008 0.88 0.59 1.61
C -2.056411 0.054317 2.373467 -0.09 0.54 -0.41
C -2.888488 -0.612897 3.252785 -0.54 -0.48 -0.32
C -2.920645 -1.988205 3.220532 -0.31 -0.85 0.79
S -1.847673 1.794131 2.381244 1.45 0.30 1.88
O -0.807554 2.056040 1.401935 0.14 0.20 1.14
O -1.761886 2.179226 3.786675 0.18 -0.17 -1.80
N -3.189820 2.368106 1.706518 -2.47 1.17 0.55
C -4.057500 3.367634 2.329728 1.60 -1.55 -0.56
N -5.339787 3.216416 2.019511 0.39 0.31 0.35
C -6.117520 4.203648 2.449090 -0.52 0.24 -0.96
C -5.638983 5.316888 3.097533 -0.11 0.16 0.32
C -4.314085 5.281383 3.390578 1.44 -0.10 0.81
N -3.471553 4.307963 3.052984 -0.69 -0.03 -0.67
H -1.593350 -4.699916 1.699816 -0.09 0.47 -0.07
H -2.812055 -4.587511 2.912012 0.54 0.19 -0.48
H -1.068761 -2.470526 0.494587 0.75 -0.59 0.00
H -0.603866 -0.004442 0.865209 -0.77 -0.74 -0.24
H -3.643748 -0.164118 3.880457 0.46 0.60 0.26
H -3.522268 -2.509266 3.974844 0.10 0.14 -0.41
H -7.132095 4.151876 2.118410 -0.68 -0.18 0.14
H -6.158347 6.196808 3.443906 -0.66 -0.26 -0.27
H -3.876682 6.055463 3.984030 0.26 0.54 0.21
```
Positions in Å, forces in eV/Å.

2.
Computed, not measured: a molecular structure, C41H49Cl5InN11O4S2Si2Te, with ωB97M-V/def2-TZVPD.

Output
gap between HOMO and LUMO = 7.262 eV
HOMO energy = -0.4530 Eh
total charge = +2
energy above the lowest of the compared OMol25 structures with the same formula, charge and spin = 142.2 kJ/mol

```
116
Properties=species:S:1:pos:R:3:forces:R:3
In -1.286966 1.550814 0.264782 -0.03 -0.07 -0.30
C -2.779275 -2.193248 4.557618 0.16 -0.32 0.23
N -2.702804 -1.456943 3.301073 0.19 0.37 -0.04
C -1.786443 -0.587909 2.874930 -0.03 -0.15 -0.03
N -2.130393 -0.155590 1.669454 0.22 0.33 -0.52
C -3.301663 -0.796027 1.410709 -0.07 -0.09 0.17
N -3.674287 -1.589753 2.378953 -0.17 -0.13 -0.13
C -1.920960 -3.440441 4.587958 -0.02 0.01 -0.02
C -2.436565 -4.634706 5.075473 -0.02 0.04 -0.01
C -1.631043 -5.763498 5.156085 0.00 -0.05 0.03
C -0.308476 -5.717969 4.751311 0.05 0.04 -0.04
C 0.213486 -4.520079 4.270329 -0.23 0.18 0.03
C -0.593975 -3.389113 4.195385 0.03 -0.05 -0.02
C 1.599906 -4.422167 3.846760 0.60 -0.29 -0.14
N 2.501532 -5.344619 3.755737 -0.63 -0.11 0.19
N 3.638539 -4.748396 3.283506 0.46 0.45 -0.22
C 3.368461 -3.495109 3.117191 -0.12 -0.65 0.13
O 2.083532 -3.217989 3.453116 -0.14 0.28 0.01
C 4.207933 -2.421970 2.611363 0.02 0.28 -0.04
C 5.465519 -2.683527 2.078504 -0.08 -0.02 0.08
C 6.211921 -1.632907 1.569795 0.07 0.01 -0.01
C 5.708338 -0.340683 1.571138 -0.06 0.07 -0.03
C 4.458064 -0.071595 2.120532 -0.15 -0.08 -0.02
C 3.968185 1.357888 2.160257 0.36 -0.03 -0.03
N 2.527789 1.505458 2.304906 -0.29 -0.33 -0.01
C 1.544369 0.860183 1.688555 0.21 0.03 0.12
N 0.377926 1.396025 2.033839 -0.37 0.26 -0.16
C 0.734527 2.395530 2.898646 0.16 -0.20 0.09
N 2.022004 2.478800 3.090251 -0.06 0.29 0.13
C 3.720634 -1.116247 2.650454 0.03 -0.08 0.02
H -3.824479 -2.460972 4.685664 -0.02 0.11 0.03
H -2.480175 -1.522337 5.364298 -0.07 0.08 -0.05
H -0.915849 -0.267697 3.421513 -0.03 -0.08 0.06
H -3.887870 -0.642010 0.521826 0.03 0.00 -0.07
H -3.466914 -4.687057 5.405953 -0.01 0.00 -0.03
H -2.041413 -6.685615 5.544461 0.00 0.00 -0.02
H 0.328410 -6.590255 4.806140 -0.01 -0.01 0.02
H -0.164459 -2.465767 3.828954 0.02 -0.01 -0.01
H 5.839963 -3.698199 2.072109 0.01 0.00 -0.02
H 7.197419 -1.819966 1.164857 -0.01 -0.01 -0.02
H 6.295060 0.469304 1.153244 0.03 -0.02 0.01
H 4.277020 1.871971 1.247853 -0.02 0.05 0.04
H 4.409141 1.888459 3.003482 -0.07 0.04 0.00
H 1.676554 0.017219 1.031996 0.06 0.08 -0.02
H 0.031678 3.028235 3.414858 0.02 0.05 -0.01
H 2.760515 -0.935995 3.113986 0.00 0.00 0.00
Cl -4.561342 7.878797 -0.677521 0.01 -0.04 0.02
C -3.659634 6.432788 -0.878149 -0.05 0.00 -0.03
C -2.916048 5.917005 0.176546 -0.01 0.05 0.03
Cl -2.919318 6.690894 1.709542 0.02 -0.01 0.01
C -2.163518 4.766291 -0.016218 -0.31 0.05 -0.50
Cl -1.232041 4.086352 1.258483 0.39 0.19 0.48
C -2.149868 4.056903 -1.224635 -0.21 0.29 -0.02
O -1.470130 2.953865 -1.378863 -0.09 -0.39 0.60
C -2.932674 4.591206 -2.267025 0.14 -0.01 0.12
Cl -2.957011 3.718192 -3.747392 -0.08 -0.09 -0.10
C -3.665864 5.757559 -2.105932 0.05 0.01 0.07
Cl -4.597778 6.367335 -3.406362 0.01 -0.01 0.00
C 4.203731 -1.798024 -4.075799 -0.15 -0.31 0.18
Si 2.984703 -2.647245 -2.906184 -0.04 0.00 0.00
C 2.602516 -4.443355 -3.292467 0.17 0.27 -0.08
C 3.568473 -2.480416 -1.107009 -0.26 -0.04 -0.39
C 1.394363 -1.580876 -3.126410 0.63 -0.13 0.26
Te 1.858698 0.349950 -2.350423 -0.64 -0.44 -0.25
C 0.770188 1.580868 -3.659424 0.51 0.43 0.09
Si 1.650088 3.312997 -3.848988 0.18 0.21 0.00
C 2.012787 3.545154 -5.678098 -0.20 0.07 0.27
C 3.295254 3.332081 -2.897275 -0.42 -0.26 -0.16
C 0.538055 4.619057 -3.091011 0.16 -0.14 -0.24
H 5.242464 -2.046013 -3.855184 0.00 0.00 0.03
H 4.106975 -0.709152 -4.003860 0.10 0.01 -0.02
H 4.018548 -2.073393 -5.115520 -0.06 0.02 -0.01
H 3.521383 -5.033705 -3.289001 -0.01 -0.01 0.01
H 2.140329 -4.563233 -4.273537 0.02 0.03 -0.02
H 1.932735 -4.877231 -2.548132 0.00 0.06 0.05
H 4.593459 -2.833970 -0.984545 0.00 -0.02 -0.08
H 2.941229 -3.065766 -0.430582 -0.04 0.01 -0.02
H 3.551547 -1.444129 -0.763953 0.08 0.07 0.12
H 0.562158 -1.926913 -2.509906 -0.08 0.07 -0.03
H 1.079165 -1.497275 -4.165550 0.00 0.02 -0.04
H -0.221248 1.716922 -3.224509 0.01 -0.06 0.04
H 0.698074 1.043899 -4.605662 -0.03 -0.04 -0.02
H 2.758804 2.840624 -6.050175 -0.01 -0.05 0.06
H 2.398842 4.551482 -5.853981 0.01 0.00 0.01
H 1.109964 3.434074 -6.281564 -0.01 0.00 -0.01
H 4.000151 2.582472 -3.267914 0.04 0.02 0.03
H 3.134839 3.165305 -1.828669 0.05 0.01 0.03
H 3.773850 4.306473 -3.006595 -0.06 0.03 -0.05
H -0.387120 4.744329 -3.657497 0.06 -0.01 0.02
H 1.048555 5.583462 -3.059369 0.04 0.00 -0.05
H 0.273787 4.333797 -2.072112 0.10 0.00 -0.05
O 0.630617 0.019646 -0.893061 0.70 0.20 -0.10
O 0.803117 1.514181 -0.676185 -0.96 -0.18 0.36
S -2.190181 0.348852 -1.981646 -0.32 -0.02 -0.10
C -2.547460 -1.273557 -2.211546 0.22 -0.23 -0.09
N -3.220878 -1.697936 -3.275575 -0.07 0.01 0.07
C -3.679699 -3.082791 -3.265676 -0.04 -0.17 0.02
C -2.679933 -3.841495 -2.403961 0.15 0.16 0.16
S -2.049440 -2.602686 -1.210457 -0.10 0.05 0.05
H -3.637042 -1.025190 -3.903507 0.04 0.08 0.03
H -3.711083 -3.479087 -4.278500 0.00 0.02 0.00
H -4.683220 -3.135551 -2.835634 0.01 0.03 -0.02
H -1.832939 -4.212265 -2.977102 -0.03 -0.04 -0.02
H -3.140444 -4.653703 -1.849765 0.00 -0.04 -0.05
C -3.821821 2.265825 3.097945 -0.12 -0.07 -0.04
C -4.316874 2.312581 1.695623 -0.02 0.10 0.03
N -3.620615 2.105911 0.591522 0.45 -0.12 -0.04
C -4.490583 2.260380 -0.470992 -0.20 0.08 0.02
C -5.722825 2.565690 0.005919 0.09 -0.05 -0.17
N -5.595746 2.591036 1.374040 0.03 0.00 -0.02
H -2.739330 2.170002 3.107774 0.00 0.07 0.04
H -4.254032 1.413365 3.627444 0.03 -0.01 0.00
H -4.108825 3.171423 3.632388 0.09 0.01 0.02
H -4.171378 2.157386 -1.492528 0.01 0.00 -0.01
H -6.648928 2.769422 -0.501536 -0.01 0.01 0.05
H -6.336989 2.795591 2.023647 0.03 0.02 0.07
```
Positions in Å, forces in eV/Å.

3.
Computed, not measured: C5H10N2 in the gas phase, with ωB97M-V/def2-TZVPD.

Output
gap between HOMO and LUMO = 7.853 eV
HOMO energy = -0.2557 Eh
structure (SMILES) = C=C(N)/C(C)=C/N
energy above the lowest of the compared OMol25 structures with the same formula, charge and spin = 132.3 kJ/mol

```
17
Properties=species:S:1:pos:R:3:forces:R:3
C -0.532661 -2.005821 -0.391574 -0.92 -0.50 0.62
C -0.943814 -0.717534 -0.178298 1.02 -1.45 -1.32
N -2.264066 -0.350805 -0.398221 -0.40 0.42 0.12
C 0.088735 0.277535 0.003083 1.07 -0.16 0.42
C -0.256546 1.672775 0.455782 0.08 -0.12 0.57
C 1.374573 -0.159215 -0.229098 -0.17 1.24 -0.44
N 2.531471 0.391734 0.276890 -0.40 0.05 -0.13
H 0.326587 -2.464836 0.081997 0.13 0.50 -0.27
H -1.210392 -2.739236 -0.824948 -0.18 0.17 0.14
H -2.545217 0.492525 0.086668 -0.01 -0.13 -0.22
H -2.924826 -1.105134 -0.249676 0.21 0.26 0.02
H -0.750834 2.233036 -0.346554 0.04 -0.11 0.06
H -0.928836 1.654108 1.319422 -0.05 0.10 -0.02
H 0.612342 2.256337 0.772934 -0.06 -0.08 -0.16
H 1.623953 -0.891610 -0.990518 -0.57 -0.43 0.44
H 3.360968 0.277983 -0.294076 -0.20 0.41 0.46
H 2.438562 1.178157 0.906187 0.42 -0.15 -0.29
```
Positions in Å, forces in eV/Å.

One value per record, in order, for max |F|: 0.058 0.020 0.043 Eh/bohr.